{
  "formula": "C28H73Cl6N3O10",
  "method": "ωB97M-V/def2-TZVPD",
  "de_lowest_kcal_mol": 0.0,
  "e_tot_ha": -4788.160702,
  "smiles": "COCCNCCOC.COCCNCCOC.COCCNCCOC.ClCCCl.ClCCCl.ClCCCl.CO.CO.CO.CO",
  "charge": 0,
  "orbital_gap_ev": 8.73,
  "homo_energy_ev": -8.5,
  "symbols": ["Cl", "Cl", "Cl", "Cl", "Cl", "Cl", "O", "O", "O", "O", "O", "O", "O", "O", "O", "O", "N", "N", "N", "C", "C", "C", "C", "C", "C", "C", "C", "C", "C", "C", "C", "C", "C", "C", "C", "C", "C", "C", "C", "C", "C", "C", "C", "C", "C", "C", "C", "H", "H", "H", "H", "H", "H", "H", "H", "H", "H", "H", "H", "H", "H", "H", "H", "H", "H", "H", "H", "H", "H", "H", "H", "H", "H", "H", "H", "H", "H", "H", "H", "H", "H", "H", "H", "H", "H", "H", "H", "H", "H", "H", "H", "H", "H", "H", "H", "H", "H", "H", "H", "H", "H", "H", "H", "H", "H", "H", "H", "H", "H", "H", "H", "H", "H", "H", "H", "H", "H", "H", "H", "H"],
  "positions_angstrom": [[1.51469, 2.81505, -3.39978], [-3.18189, 3.49890, -0.00125], [-3.41791, 1.39452, 6.17638], [3.60140, 2.83034, -0.81645], [-1.78072, 2.73161, 3.47051], [-5.25005, -0.26454, 0.00970], [4.86223, -5.35123, -5.19570], [0.62241, 5.89001, 0.81240], [1.73044, -1.31233, -1.13197], [1.55089, 9.63925, -4.22495], [0.61045, -4.46238, 1.02676], [-1.74757, -3.41931, -0.03569], [-4.68973, -8.03069, 1.54464], [1.84227, 0.09235, 3.83457], [-2.44647, -2.48774, 2.46281], [-0.68331, -0.05364, -0.24198], [0.98391, 8.72847, -1.45004], [-2.18890, -6.03456, 3.29603], [3.34441, -2.00090, -4.38185], [-2.88430, -3.70082, 3.05065], [0.88734, 10.24974, -5.29781], [2.59417, -1.17117, -0.04452], [1.93604, 3.45617, -0.79941], [-3.99729, 0.99392, 0.20243], [-3.37271, -7.74102, 1.98587], [1.01085, 2.64065, -1.69108], [0.10132, 6.79045, -0.14300], [-4.78010, -9.09543, 0.64858], [2.28908, -0.99335, -2.40837], [3.65126, -3.25530, -5.06604], [-2.00243, -4.81756, 2.51886], [-3.11070, -1.35415, 2.98123], [3.95132, -6.31179, -4.72580], [-4.53628, 2.35897, -0.15851], [2.10834, 9.47803, -1.94738], [1.67814, 10.43760, -3.05099], [1.29931, 7.67044, -0.50497], [-3.47724, -6.71893, 3.10911], [3.11461, -2.16286, -2.95186], [-1.68703, 1.47011, 5.84552], [-1.38879, -3.08612, -1.36685], [-0.54796, 0.45525, 1.07623], [4.77150, -4.13343, -4.50560], [-0.27057, 4.86019, 1.22980], [0.70720, -3.87325, 2.30577], [-1.34608, 1.27103, 4.38097], [3.20601, 0.23161, 3.36644], [-0.28662, 1.52137, 1.00255], [2.86588, 8.82365, -2.40202], [-3.62054, 0.98693, 1.22183], [-0.06110, 2.80433, -1.60564], [-1.29511, 2.42426, 6.19111], [1.63677, 3.41793, 0.24117], [-1.83347, 0.40172, 3.94681], [4.13426, -1.36847, -4.47962], [3.60953, -0.65293, 2.87276], [4.72085, -4.23729, -3.41961], [2.18750, 7.07492, -0.73912], [-3.95396, -3.86590, 2.90005], [1.66532, -4.16351, 2.72873], [2.79382, -0.02115, -2.39368], [-0.96462, -4.48643, 2.62299], [-1.21206, 0.69692, 6.45004], [-1.97519, -2.62724, 0.46124], [-3.20070, 0.74415, -0.49705], [-0.34589, -3.26408, -1.61864], [-0.26797, 1.11868, 4.32094], [-4.30552, -10.00887, 1.04631], [3.39666, -1.91378, 0.05995], [1.45030, 11.03802, -5.80503], [1.86521, 4.47335, -1.17898], [0.73131, 10.94546, -2.84367], [-2.08330, -4.94668, 1.42748], [1.99538, -1.26985, 0.86470], [4.16972, -6.60698, -3.69156], [1.50267, 8.14361, 0.46512], [0.30189, 4.20770, 1.87609], [3.77341, 0.49520, 4.26336], [0.50302, 8.28667, -2.22809], [1.41424, -0.83014, -3.03769], [3.99861, -7.20788, -5.33648], [-3.69265, -7.23637, 4.04347], [1.90012, -0.59513, 4.50781], [3.76684, -3.07907, -6.13824], [2.61462, 10.06274, -1.17603], [2.91800, -5.95340, -4.67911], [0.52118, -2.80096, 2.16997], [-1.15379, 5.35011, 1.65072], [-0.14214, 10.54440, -5.07301], [-0.14373, 6.14856, -1.01285], [-2.67354, -0.53850, 2.39226], [-4.86537, 2.37583, -1.19194], [-0.81927, 7.32697, 0.10007], [-0.05818, -4.24289, 3.00224], [3.18702, 1.08611, 2.69190], [2.69319, -3.79353, -5.10532], [-1.68593, -2.05741, -1.59000], [-2.83112, -1.12242, 4.01415], [5.68676, -3.57362, -4.72050], [1.12458, 1.58207, -1.44804], [3.10777, -0.20088, 0.00874], [0.13746, -0.41190, -0.61131], [-2.68468, -3.73735, 4.12999], [-5.28592, 2.66160, 0.56762], [-1.37690, -6.62244, 3.18828], [-4.19092, -1.29637, 2.83477], [2.43921, 11.20619, -3.22602], [-4.29850, -6.03639, 2.92260], [-5.81762, -9.23169, 0.37289], [-0.22416, -4.28243, 0.55806], [-1.55691, 0.45183, 1.49136], [-4.13990, -8.98024, -0.24301], [-2.03798, -3.60080, -2.08437], [-0.63773, 4.36759, 0.31935], [0.77672, 9.46014, -6.04899], [2.42984, -2.99098, -2.73650], [0.20019, -0.06654, 1.67280], [4.00654, -2.38336, -2.35874], [-2.88921, -8.70721, 2.20191], [-2.79572, -7.36814, 1.12328]],
  "atomic_forces_ev_per_a": [[-0.26, 0.05, 0.03], [0.19, 0.30, -0.05], [-0.39, 0.06, 0.01], [0.04, 0.11, -0.17], [-0.11, -0.01, -0.30], [-0.04, 0.08, 0.15], [-0.01, -0.25, 0.00], [-0.04, 0.22, 0.88], [0.13, 0.23, -0.26], [-0.18, 0.18, 0.22], [0.49, -0.95, -0.01], [0.40, -0.26, -0.65], [-0.33, 0.23, 0.18], [0.49, -0.63, -0.32], [-0.72, 0.08, 0.41], [-0.43, -0.29, -0.17], [-0.74, -0.68, 0.10], [-0.43, 0.97, 0.28], [0.84, -0.08, 0.28], [0.67, -0.70, 0.24], [-0.25, -0.96, -0.88], [0.64, 0.15, 1.27], [-1.00, 0.09, -0.40], [0.28, -0.01, -0.51], [-0.68, -0.37, -1.23], [0.67, -1.29, 0.24], [0.97, -1.45, -1.67], [1.32, -0.54, -0.30], [-0.19, 0.19, -0.04], [-1.61, -0.39, -0.28], [-0.78, -0.55, -0.89], [0.92, 0.93, -0.69], [-0.37, -0.22, 0.77], [0.07, -0.39, 0.40], [0.26, 0.47, -0.57], [0.25, -0.34, -0.43], [-0.50, 1.09, 1.43], [1.62, -1.08, 0.19], [-1.08, 0.09, 0.39], [0.59, -0.25, -0.03], [-1.35, 0.75, -0.89], [0.01, 0.81, -0.99], [0.27, 1.19, -0.67], [-0.11, 1.46, -1.36], [0.54, 0.49, -0.73], [0.31, -0.06, 0.71], [-0.75, 0.82, 0.78], [0.21, -0.06, 0.29], [0.15, 0.03, 0.06], [-0.14, -0.07, -0.02], [0.10, 0.68, 0.08], [-0.17, 0.07, -0.03], [-0.20, 0.05, -0.04], [0.03, 0.41, 0.12], [-0.11, 0.06, -0.18], [-0.16, -0.06, 0.02], [-0.21, -0.33, 0.05], [-0.14, -0.25, -0.29], [-0.06, 0.14, -0.18], [0.32, 0.47, -0.19], [0.34, -0.09, 0.25], [-3.32, -1.00, -0.40], [-0.06, -0.10, -0.11], [0.04, 0.06, 0.21], [0.12, -0.13, 0.22], [0.13, 0.03, 0.29], [0.01, 0.16, -0.23], [-0.66, -0.11, 0.48], [-0.24, -0.26, -0.51], [0.03, 0.32, 0.42], [0.62, 0.17, 0.35], [-0.05, -0.11, 0.23], [-0.65, -0.14, 0.36], [-0.06, 0.01, -0.10], [0.28, 0.00, 0.01], [0.45, 0.12, -0.14], [-0.38, -0.10, 0.26], [0.54, -0.06, -0.41], [0.12, 0.28, -0.22], [0.10, -0.26, -0.27], [0.09, 0.11, -0.24], [-0.28, -0.07, 0.02], [-0.36, 0.03, -0.03], [0.67, 0.27, 0.12], [-0.26, -0.18, 0.33], [-0.01, 0.09, -0.37], [0.44, 0.13, 0.64], [0.04, -0.45, 0.65], [0.14, 0.39, 0.32], [-0.27, 0.31, -0.16], [-0.43, -0.12, 0.21], [-0.28, 0.13, 0.10], [0.22, 0.17, 0.57], [2.75, 0.81, 0.69], [0.21, -0.13, -0.10], [0.16, -0.27, 0.47], [0.63, 0.21, 0.25], [-0.35, -0.60, 0.17], [0.25, -0.26, 0.12], [0.08, 0.00, -0.10], [-0.28, 0.14, -0.33], [0.20, -0.09, 0.29], [-0.22, 0.50, 0.12], [-0.23, 0.11, -0.34], [-0.22, -0.39, -0.02], [-0.08, -0.54, 0.08], [0.07, 0.01, 0.10], [0.12, 0.20, -0.21], [-0.05, -0.15, -0.01], [-0.05, 0.49, 0.64], [0.48, -0.17, 0.24], [-0.42, 0.66, -0.20], [0.24, -0.65, 0.26], [0.13, -0.50, 0.20], [0.07, 0.05, 0.03], [0.20, -0.33, -0.51], [-0.25, -0.11, 0.20], [0.14, 0.33, 0.05], [0.09, 0.26, 0.75], [-0.04, 0.40, 0.18]]
}